99
Properties=species:S:1:pos:R:3:mulliken_charge:R:1 method="wB97M-V/def2-TZVPD" multiplicity=2 total_energy_ha=-3289.680560 gap_ev="6.5 / 6.8" total_charge=+1 mol_weight_g_mol=1290.620 homo_energy_ev="-10.32 / -10.44"
Re -0.548 1.016 0.286 2.3062
I -7.008 -1.119 3.643 0.1655
C -5.496 -0.343 2.455 -0.9400
C -5.626 -0.354 1.073 0.0997
C -4.588 0.130 0.285 -0.7508
I -4.739 0.001 -1.781 0.1440
C -3.435 0.634 0.866 0.0068
O -2.418 1.113 0.058 -0.0660
C -3.326 0.672 2.246 0.7614
C -2.162 1.358 2.892 -1.0176
N -0.846 0.811 2.445 -0.0401
C 0.250 1.587 3.083 -1.5801
C 0.362 2.881 2.336 1.1638
C 0.865 4.003 2.835 -0.8352
C 1.071 5.153 1.939 -0.7751
C 0.621 5.142 0.690 -0.9054
C -0.205 3.985 0.178 0.1332
N -0.042 2.774 0.999 1.4577
C -4.350 0.167 3.040 -0.6001
H -6.520 -0.747 0.604 0.4765
H -2.152 2.415 2.626 0.2282
H -2.227 1.268 3.977 0.6349
H -0.786 -0.155 2.751 0.1589
H 0.050 1.768 4.139 0.6445
H 1.164 0.998 3.002 0.4125
H 1.159 4.046 3.877 0.5286
H 1.606 6.022 2.307 0.4886
H 0.773 5.991 0.031 0.4564
H 0.086 3.722 -0.839 0.4044
H -4.253 0.196 4.121 0.4925
O 1.601 0.708 -0.108 -0.2058
C 2.046 0.779 -1.516 3.8678
C 0.787 0.992 -2.358 -1.0493
O 0.802 0.919 -3.552 -0.6070
O -0.330 1.285 -1.667 -0.6048
C 2.962 2.003 -1.707 0.0139
C 3.144 2.987 -0.741 -0.3535
C 4.003 4.060 -0.971 -1.1243
C 4.670 4.164 -2.178 -0.5695
C 4.480 3.189 -3.155 -0.7925
C 3.640 2.116 -2.922 -0.5852
C 2.795 -0.510 -1.817 -0.5146
C 3.988 -0.731 -1.126 -0.6396
C 4.713 -1.894 -1.315 -0.8412
C 4.253 -2.858 -2.209 -0.6066
C 3.070 -2.646 -2.895 -0.9418
C 2.335 -1.479 -2.700 0.1159
H 2.185 1.257 0.426 0.1931
H 2.620 2.980 0.211 -0.0621
H 4.135 4.812 -0.203 0.4773
H 5.335 4.997 -2.361 0.4289
H 5.000 3.262 -4.103 0.4417
H 3.500 1.356 -3.684 0.4560
H 4.369 0.027 -0.449 0.4553
H 5.639 -2.048 -0.775 0.4535
H 4.822 -3.766 -2.368 0.4482
H 2.708 -3.390 -3.595 0.4738
H 1.422 -1.329 -3.256 0.5896
C -3.704 -3.816 3.218 -0.8803
C -4.190 -3.300 2.021 -0.7567
C -3.325 -2.688 1.125 -0.6979
C -1.964 -2.599 1.427 1.4341
C -1.472 -3.133 2.618 -0.4827
C -2.350 -3.735 3.517 -0.8132
Sb -0.689 -1.688 0.022 -0.8137
C -1.316 -2.583 -1.752 1.2951
C -1.408 -1.822 -2.918 -0.7274
C -1.830 -2.431 -4.096 -0.8875
C -2.160 -3.780 -4.101 -0.6883
C -2.078 -4.533 -2.932 -0.7931
C -1.658 -3.937 -1.750 -0.9819
C 1.106 -2.640 0.567 0.9938
C 1.487 -3.872 0.036 -0.6945
C 2.603 -4.530 0.547 -0.7149
C 3.338 -3.964 1.582 -0.7718
C 2.973 -2.728 2.102 -0.6732
C 1.861 -2.068 1.590 -0.4110
H -4.385 -4.289 3.917 0.4164
H -5.247 -3.367 1.788 0.5783
H -3.716 -2.293 0.193 0.5592
H -0.414 -3.097 2.851 0.4566
H -1.970 -4.151 4.443 0.4507
H -1.156 -0.767 -2.919 0.4939
H -1.903 -1.846 -5.006 0.5050
H -2.491 -4.250 -5.020 0.4305
H -2.347 -5.583 -2.941 0.4327
H -1.623 -4.520 -0.836 0.4976
H 0.932 -4.319 -0.781 0.4354
H 2.901 -5.486 0.131 0.4353
H 4.204 -4.482 1.979 0.4154
H 3.557 -2.277 2.898 0.4517
H 1.597 -1.093 1.986 0.2866
C -1.352 5.367 -2.019 -0.4662
O -2.117 5.195 -0.806 -0.4092
C -1.690 4.391 0.182 0.2837
O -2.438 4.060 1.057 -0.5271
H -1.472 4.492 -2.652 0.2240
H -0.297 5.550 -1.829 0.2183
H -1.776 6.235 -2.510 0.3243

=====

105
Properties=species:S:1:pos:R:3:mulliken_charge:R:1 method="wB97M-V/def2-TZVPD" total_energy_ha=-3049.605100 gap_ev=5.9 total_charge=-2 mol_weight_g_mol=1037.754 homo_energy_ev=-2.04 de_lowest_kcal_mol=0.4
Rb -0.305 -0.718 0.615 0.8313
C 0.075 -4.623 1.549 -0.9510
C 1.481 -4.147 1.366 0.4899
C 2.679 -4.754 1.796 -1.5865
C 3.673 -3.872 1.424 1.0326
C 5.147 -3.975 1.646 -1.3321
N 3.082 -2.826 0.806 0.5624
N 1.739 -2.992 0.776 -0.0084
B 3.780 -1.558 0.267 -0.8886
N 3.281 -1.186 -1.143 0.6244
N 2.061 -0.642 -1.358 0.3936
C 1.940 -0.488 -2.667 0.2159
C 0.688 0.064 -3.262 -0.4006
C 3.102 -0.938 -3.325 -1.8897
C 3.928 -1.379 -2.313 1.0411
C 5.290 -1.986 -2.418 -1.3769
N 3.635 -0.381 1.257 0.8652
N 2.469 -0.098 1.884 -0.2343
C 2.714 0.905 2.711 0.5911
C 1.643 1.456 3.596 -1.0367
C 4.064 1.301 2.614 -1.4481
C 4.612 0.454 1.673 0.8863
C 6.008 0.415 1.142 -1.2725
H -0.056 -5.634 1.155 0.3561
H -0.197 -4.638 2.607 0.2483
H -0.628 -3.958 1.049 0.0324
H 2.804 -5.691 2.315 0.4176
H 5.367 -4.902 2.177 0.3399
H 5.702 -3.974 0.706 0.1698
H 5.520 -3.140 2.243 0.2228
H 4.954 -1.805 0.174 -0.2661
H -0.048 0.265 -2.482 -0.2517
H 0.875 0.991 -3.810 0.3601
H 0.232 -0.646 -3.956 0.3518
H 3.306 -0.947 -4.384 0.4595
H 5.584 -2.028 -3.467 0.3309
H 6.037 -1.407 -1.871 0.1914
H 5.308 -3.000 -2.014 0.2196
H 0.697 0.940 3.434 0.2019
H 1.914 1.343 4.650 0.3118
H 1.489 2.521 3.413 0.0964
H 4.568 2.092 3.147 0.4168
H 6.589 1.220 1.595 0.3453
H 6.501 -0.534 1.360 0.1720
H 6.025 0.547 0.058 0.1965
C 0.373 4.425 1.737 -1.8031
Sb -0.447 2.934 0.393 0.3648
C -2.365 3.908 0.387 -1.3129
C 0.472 3.851 -1.384 -1.2116
C -0.297 4.990 -1.963 0.3730
C -0.178 6.255 -1.386 -0.3507
C -0.936 7.336 -1.812 -0.7738
C -1.839 7.158 -2.850 -0.6307
C -1.943 5.915 -3.455 -0.6310
C -1.181 4.814 -3.049 1.3787
C -1.334 3.514 -3.748 -2.1246
Sb -2.494 1.908 -2.623 0.8126
C -2.514 0.792 -4.457 -1.4086
C -4.271 3.097 -2.895 -1.3864
H 0.052 5.422 1.434 0.5158
H 1.463 4.372 1.745 0.4549
H 0.004 4.222 2.743 0.4432
H -2.397 4.700 -0.363 0.2699
H -2.509 4.344 1.377 0.5392
H -3.154 3.182 0.197 0.3087
H 0.627 3.042 -2.094 0.0977
H 1.449 4.174 -1.020 0.7430
H 0.525 6.386 -0.571 0.4074
H -0.825 8.303 -1.334 0.3681
H -2.451 7.983 -3.195 0.3665
H -2.635 5.780 -4.281 0.3152
H -0.363 3.053 -3.948 0.5918
H -1.848 3.654 -4.702 0.6610
H -3.119 1.325 -5.194 0.5142
H -2.942 -0.186 -4.258 0.3480
H -1.495 0.696 -4.834 0.3639
H -4.519 3.135 -3.958 0.3777
H -4.079 4.110 -2.536 0.3175
H -5.101 2.659 -2.345 0.4426
S -4.636 -0.077 -1.847 -0.6500
C -3.695 -1.525 -1.678 0.2163
C -4.350 -2.748 -1.396 -0.7447
C -3.635 -3.914 -1.307 -0.3729
C -2.254 -3.882 -1.500 -0.9767
C -1.683 -2.652 -1.753 -0.1934
N -2.356 -1.500 -1.836 0.2380
H -5.421 -2.729 -1.249 0.4104
H -4.139 -4.848 -1.082 0.3526
H -1.639 -4.769 -1.428 0.4703
H -0.604 -2.579 -1.876 0.3575
O -1.513 0.186 3.046 -0.4483
N -2.147 -0.620 3.763 -0.5782
N -2.516 -1.709 3.157 0.6157
O -2.282 -1.978 1.909 -0.3208
C -3.219 -2.656 3.945 -0.2108
C -3.445 -2.482 5.312 -0.3473
C -4.133 -3.453 6.018 -0.4083
C -4.602 -4.601 5.386 -0.4455
C -4.371 -4.763 4.028 -0.4595
C -3.683 -3.800 3.304 -0.2682
H -3.079 -1.591 5.798 0.4413
H -4.304 -3.312 7.079 0.3312
H -5.138 -5.356 5.948 0.3532
H -4.730 -5.651 3.520 0.3454
H -3.488 -3.894 2.245 0.5189

=====

76
Properties=species:S:1:pos:R:3:mulliken_charge:R:1 method="wB97M-V/def2-TZVPD" multiplicity=4 total_energy_ha=-4099.211246 gap_ev="6.3 / 6.8" total_charge=+2 mol_weight_g_mol=622.360 homo_energy_ev="-14.68 / -15.02" de_lowest_kcal_mol=22.2
Tc -0.162 1.244 -0.586 -0.4892
C 2.478 -1.777 1.912 -1.4228
C 2.361 -0.703 0.843 1.1445
C 2.862 0.655 1.291 -1.5000
C 2.966 -1.197 -0.454 -1.5033
O 0.884 -0.531 0.480 0.7932
Si -0.408 -1.064 1.268 0.2785
S -1.898 -0.041 0.160 -0.5010
O -0.690 -2.666 1.196 0.8214
C -1.304 -3.639 0.325 1.4848
C -0.852 -3.376 -1.093 -1.4284
C -0.813 -5.049 0.890 -1.6881
C -2.841 -3.655 0.467 -1.3649
O -0.409 -0.533 2.766 -0.6852
C -1.225 -0.857 3.970 1.5375
C -0.830 0.241 4.977 -1.6053
C -0.849 -2.214 4.459 -1.3046
C -2.700 -0.670 3.598 -1.2602
H 3.493 -2.200 1.924 0.4869
H 1.897 -2.669 1.691 0.3308
H 2.263 -1.476 2.978 0.2722
H 3.919 0.671 1.198 0.4705
H 2.623 0.885 2.328 0.3055
H 2.462 1.398 0.566 0.1456
H 2.874 -0.469 -1.238 0.0970
H 2.564 -2.178 -0.698 0.3716
H 4.015 -1.396 -0.246 0.5528
H 0.245 -3.410 -1.159 0.1296
H -1.283 -2.411 -1.348 0.3336
H -1.254 -4.127 -1.760 0.6583
H 0.220 -5.145 1.150 0.3334
H -1.023 -5.822 0.177 0.4754
H -1.440 -5.192 1.775 0.4435
H -3.373 -2.755 -0.016 0.1856
H -3.156 -3.770 1.528 0.3204
H -3.135 -4.560 -0.101 0.5054
H 0.296 0.220 5.182 0.3248
H -1.269 -0.005 5.975 0.4096
H -1.149 1.207 4.593 0.3661
H 0.109 -2.238 5.024 0.3679
H -0.792 -3.144 3.740 -0.0018
H -1.601 -2.485 5.238 0.4730
H -2.925 0.289 3.059 0.1574
H -3.285 -0.800 4.526 0.5106
H -2.908 -1.526 2.999 0.2250
C -1.979 2.572 -2.998 -1.0089
Ge -1.626 3.381 -1.273 0.6039
C -1.085 5.302 -1.676 -1.1945
C -3.201 3.417 -0.034 -1.1493
C -0.192 3.051 0.120 -0.8851
H -2.723 3.209 -3.478 0.4943
H -2.482 1.576 -2.927 0.3220
H -1.138 2.441 -3.694 0.2823
H -0.011 5.310 -1.875 0.3477
H -1.082 5.953 -0.753 0.3670
H -1.566 5.781 -2.546 0.4234
H -3.016 3.238 1.024 0.3954
H -3.738 2.461 -0.330 0.3457
H -3.849 4.346 -0.215 0.3613
H -0.557 3.396 1.116 0.7093
H 0.620 3.767 -0.125 0.6025
C 3.309 1.966 -4.823 -1.0808
N 2.516 1.258 -3.842 -0.0119
C 2.007 -0.115 -4.148 -0.4167
C 0.821 -0.191 -3.192 -0.3457
O 0.068 -1.169 -3.168 -0.5671
N 0.848 0.910 -2.356 1.1721
C 1.794 1.776 -2.898 -0.0739
N 1.934 3.029 -2.411 -0.1105
H 3.851 2.830 -4.353 0.3855
H 2.779 2.210 -5.767 0.3437
H 4.173 1.356 -5.208 0.3365
H 2.774 -0.812 -3.942 0.3656
H 1.763 -0.257 -5.286 0.3984
H 1.542 3.264 -1.512 -0.2091
H 2.487 3.682 -2.987 0.2397

=====

9
Properties=species:S:1:pos:R:3:mulliken_charge:R:1 method="wB97M-V/def2-TZVPD" total_energy_ha=-395.908904 gap_ev=5.5 total_charge=+2 mol_weight_g_mol=172.464 homo_energy_ev=-18.57 de_lowest_kcal_mol=62.2
O -0.807 -0.438 -1.165 -0.3960
H -1.055 -0.504 -2.099 0.4325
O -0.117 -0.125 1.275 -0.4469
Cd -1.694 -1.405 0.617 1.3986
H 0.193 0.069 2.169 0.3434
C 0.761 0.395 0.300 0.2979
C 0.376 0.211 -1.022 -0.4657
H 0.514 1.517 -0.585 0.3562
H 1.828 0.281 0.510 0.4800

=====

11
Properties=species:S:1:pos:R:3:mulliken_charge:R:1 method="wB97M-V/def2-TZVPD" total_energy_ha=-389.704202 gap_ev=8.7 total_charge=0 mol_weight_g_mol=109.092 homo_energy_ev=-9.85 de_lowest_kcal_mol=103.2
C -1.022 -0.625 0.073 0.7380
C 1.127 -0.504 0.901 0.0094
C 0.231 0.552 -1.233 0.0904
H -2.613 0.197 0.037 0.2460
H 1.862 -0.884 1.717 0.3037
H 1.136 0.935 -2.147 0.2831
N -2.105 -0.343 0.620 -0.6265
N 0.082 -1.261 0.872 -0.3692
N 1.308 0.995 0.682 -0.0368
N 0.593 1.440 -0.182 -0.2306
N -0.597 -0.502 -1.342 -0.4074

=====

83
Properties=species:S:1:pos:R:3:mulliken_charge:R:1 method="wB97M-V/def2-TZVPD" total_energy_ha=-1885.588264 gap_ev=9.1 total_charge=-1 mol_weight_g_mol=527.430 homo_energy_ev=-6.82 de_lowest_kcal_mol=0.0
B -0.593 -0.204 -0.247 0.0935
F -0.270 0.302 -1.414 0.0591
F 0.075 0.454 0.891 -0.2726
F -1.957 -0.137 -0.022 -0.4599
F -0.210 -1.525 -0.130 -0.2836
C -0.136 3.518 0.044 0.4658
C -0.102 5.015 -0.172 0.0842
N 0.060 6.183 -0.216 -0.5299
H -0.720 3.346 0.990 -0.2760
H -0.901 3.207 -0.670 0.1040
H 0.686 2.784 0.059 0.1517
C -3.840 -2.640 1.119 -0.5430
C -4.314 -1.734 2.158 0.5000
N -4.666 -1.109 3.157 -0.5181
H -4.343 -2.578 0.171 0.3301
H -2.878 -2.465 0.664 -0.1878
H -4.087 -3.682 1.305 0.4357
C 1.064 -4.740 -1.008 -0.6495
C 0.034 -4.664 0.136 0.4251
N -0.730 -4.699 0.957 -0.5026
H 1.930 -5.016 -0.639 0.4276
H 0.446 -5.563 -1.498 0.3429
H 1.009 -3.732 -1.579 -0.0019
C -1.857 -2.945 -3.063 0.2635
C -1.893 -4.521 -3.277 0.0098
N -1.932 -5.660 -3.373 -0.4952
H -2.731 -2.960 -2.346 0.0771
H -0.853 -2.795 -2.595 -0.1288
H -2.001 -2.709 -4.095 0.2310
C 2.417 -3.025 3.648 -1.4643
C 1.582 -2.262 2.612 0.6232
O 1.975 -2.527 1.380 -0.6007
H 3.438 -2.760 3.496 0.3186
H 2.205 -3.961 3.281 0.3865
H 2.041 -2.654 4.627 0.3353
H 1.582 -1.172 2.829 -0.1165
H 0.490 -2.404 2.732 0.2472
H 1.270 -2.151 0.731 0.2419
C -1.832 0.063 -5.961 -1.0036
C -2.017 0.817 -4.608 -0.0954
O -2.176 -0.006 -3.456 -0.4176
H -2.653 -0.659 -6.409 0.2581
H -0.818 -0.439 -5.907 0.2163
H -1.588 1.010 -6.509 0.3575
H -2.945 1.548 -4.668 0.2560
H -1.072 1.468 -4.496 0.2599
H -1.540 0.301 -2.836 0.1288
C 1.614 2.689 4.989 -1.4082
C 0.547 2.313 3.922 0.6239
O -0.743 2.727 4.254 -0.6389
H 1.335 3.620 4.996 0.5207
H 2.640 2.708 4.537 0.2902
H 1.539 2.039 5.941 0.2750
H 0.480 1.194 3.744 -0.0480
H 0.493 2.964 3.027 0.0090
H -1.303 2.244 3.622 0.3649
C -3.486 3.636 2.854 -1.2232
C -3.470 2.417 1.976 0.1214
O -2.452 1.520 2.313 -0.3296
H -4.180 4.513 2.431 0.2678
H -2.491 3.993 3.225 0.2842
H -3.802 3.361 3.881 0.3672
H -3.160 2.725 0.970 0.1789
H -4.512 1.888 1.915 0.3234
H -2.584 0.819 1.764 -0.1037
C 4.844 0.871 1.177 -2.0477
C 3.430 0.819 0.566 0.6271
O 2.522 1.497 1.351 -0.4356
H 5.143 1.749 1.059 0.6952
H 5.554 0.283 0.558 0.3719
H 4.792 0.722 2.210 0.4268
H 3.311 -0.303 0.578 0.0360
H 3.566 1.232 -0.417 0.2484
H 1.777 1.243 1.128 0.2335
C 3.617 0.432 -4.369 -1.4112
C 2.142 0.336 -3.798 0.4483
O 1.675 1.489 -3.167 -0.6279
H 4.243 1.017 -3.646 0.2619
H 3.548 0.879 -5.289 0.4104
H 3.950 -0.507 -4.423 0.4399
H 2.118 -0.355 -2.870 0.0221
H 1.362 0.121 -4.463 0.0418
H 1.283 1.174 -2.345 0.3006